Record 1
{"formula": "C9H9Cl5O5PRuSe", "method": "ωB97M-V/def2-TZVPD", "largest_force_ev_per_a": 0.5, "charge": 1, "homo_lumo_gap_ev": [6.714, 6.712], "multiplicity": 1, "lumo_ev": [-5.8, -5.8], "elements": ["Ru", "Se", "Cl", "Cl", "Cl", "Cl", "Cl", "P", "O", "O", "O", "O", "O", "C", "C", "C", "C", "C", "C", "C", "C", "C", "H", "H", "H", "H", "H", "H", "H", "H", "H"], "positions_angstrom": [[0.72, -0.28, 0.51], [1.09, 0.22, 2.88], [4.31, 0.12, -3.35], [-0.16, 3.14, -0.19], [1.41, 4.63, -2.47], [3.66, 3.15, -4.02], [2.47, -1.23, -0.95], [-2.02, -1.83, 0.15], [-0.43, 0.34, 2.09], [1.21, 0.36, 4.45], [-0.63, -1.39, -0.40], [1.45, -1.26, 2.04], [1.91, 1.09, 1.74], [2.81, 2.35, -2.78], [1.44, 1.07, -0.76], [-1.85, -2.69, 1.69], [-2.73, -2.92, -1.07], [1.80, 3.02, -2.07], [3.13, 1.01, -2.50], [2.41, 0.42, -1.49], [1.10, 2.38, -1.04], [-3.09, -0.41, 0.38], [-4.06, -0.73, 0.75], [-2.07, -3.78, -1.21], [-3.21, 0.11, -0.56], [-2.84, -3.02, 2.03], [-1.21, -3.56, 1.56], [-1.42, -2.03, 2.44], [-3.71, -3.26, -0.74], [-2.63, 0.25, 1.12], [-2.82, -2.39, -2.02]], "lowdin_charge": [1.260, 0.979, 0.766, 0.768, 0.748, 0.760, 0.854, 0.650, -0.522, -0.318, -0.488, -0.491, -0.440, -0.672, -0.345, -0.146, -0.145, -0.681, -0.695, -0.637, -0.689, -0.145, 0.077, 0.074, 0.075, 0.078, 0.078, 0.050, 0.075, 0.048, 0.073]}

***

Record 2
{"formula": "C9H9F7O3", "method": "ωB97M-V/def2-TZVPD", "largest_force_ev_per_a": 4.6, "charge": 0, "homo_lumo_gap_ev": 10.847, "multiplicity": 1, "lumo_ev": 0.5, "smiles": "C[C@]12CO[C@](C(F)(F)C(F)(F)C(F)(F)F)(OC1)OC2", "elements": ["F", "F", "F", "F", "F", "F", "F", "O", "O", "O", "C", "C", "C", "C", "C", "C", "C", "C", "C", "H", "H", "H", "H", "H", "H", "H", "H", "H"], "positions_angstrom": [[-4.45, -2.38, 1.87], [-3.07, -0.76, -0.49], [-2.62, -2.73, -1.35], [-3.63, -4.15, 0.62], [-1.04, -3.29, 1.02], [-1.91, -1.49, 2.00], [-5.14, -2.83, -0.25], [0.01, -1.60, -1.00], [-0.59, 0.31, 0.18], [0.79, -1.42, 1.20], [-0.32, -1.12, 0.30], [1.26, -1.06, -1.50], [1.94, -0.63, 0.84], [-3.99, -2.85, 0.55], [3.03, 0.91, -1.02], [-2.80, -2.11, -0.21], [-1.53, -2.00, 0.73], [1.77, 0.08, -0.54], [0.59, 1.04, -0.29], [2.76, -1.39, 0.71], [2.88, 1.06, -2.03], [3.91, 0.28, -0.94], [3.23, 1.90, -0.60], [2.17, 0.09, 1.65], [0.79, 1.78, 0.55], [2.08, -1.82, -1.42], [0.41, 1.59, -1.26], [1.32, -0.81, -2.50]], "lowdin_charge": [0.060, 0.112, 0.203, 0.157, 0.101, 0.097, 0.106, 0.003, -0.014, -0.003, -0.362, -0.062, -0.106, -0.325, 0.003, -0.316, -0.206, -0.397, -0.104, 0.145, 0.048, 0.086, 0.095, 0.140, 0.146, 0.142, 0.148, 0.102]}

***

Record 3
{"formula": "C9H9INS", "method": "ωB97M-V/def2-TZVPD", "largest_force_ev_per_a": 3.4, "charge": 1, "homo_lumo_gap_ev": [5.746, 4.148], "multiplicity": 1, "lumo_ev": [-6.5, -7.2], "elements": ["I", "S", "N", "C", "C", "C", "C", "C", "C", "C", "C", "C", "H", "H", "H", "H", "H", "H", "H", "H", "H"], "positions_angstrom": [[-4.94, -0.43, -0.26], [-2.21, 0.43, 1.26], [0.16, -0.89, 0.45], [0.93, -2.01, -0.04], [-0.67, 1.18, 0.50], [-0.87, 2.44, -0.01], [0.45, 0.34, 0.28], [0.38, -3.30, 0.52], [-3.04, 0.30, -0.17], [0.23, 3.03, -0.58], [1.47, 2.31, -0.65], [1.58, 1.05, -0.18], [1.97, -1.64, 0.15], [-1.88, 2.76, 0.04], [0.12, 3.93, -1.19], [-0.47, -3.66, -0.04], [0.90, -2.04, -1.07], [2.41, 2.84, -1.14], [-0.03, -3.08, 1.59], [2.52, 0.60, -0.17], [1.00, -4.15, 0.71]], "lowdin_charge": [0.897, 0.888, 0.143, -0.211, -0.319, -0.080, -0.307, -0.066, -1.021, 0.033, -0.013, 0.023, 0.145, 0.107, 0.136, 0.073, 0.113, 0.173, 0.113, 0.104, 0.070]}

***

Record 4
{"formula": "C9H9N", "method": "ωB97M-V/def2-TZVPD", "largest_force_ev_per_a": 4.8, "charge": 0, "homo_lumo_gap_ev": [6.555, 6.147], "multiplicity": 1, "lumo_ev": [0.0, -0.2], "elements": ["N", "C", "C", "C", "C", "C", "C", "C", "C", "C", "H", "H", "H", "H", "H", "H", "H", "H", "H"], "positions_angstrom": [[0.69, -2.01, 0.04], [-0.16, 0.54, 0.79], [-2.33, 0.22, -0.85], [-1.05, -0.21, -0.07], [-1.04, -2.11, 1.23], [2.84, -0.26, -0.28], [0.50, -0.19, 1.77], [0.33, -1.64, 1.47], [1.86, -0.83, -0.93], [-0.65, -1.59, 0.01], [-2.99, -0.61, -1.08], [1.49, -0.64, -1.91], [-2.37, 0.90, -1.72], [-2.08, -2.26, 1.61], [0.92, 0.19, 2.70], [3.53, 0.36, -0.85], [-0.12, 1.60, 0.88], [-3.01, 0.77, -0.18], [2.81, -0.44, 0.76]], "lowdin_charge": [0.089, -0.083, -0.065, -0.213, 0.131, -0.023, -0.121, -0.122, 0.008, -0.295, 0.059, 0.069, 0.063, 0.141, 0.089, 0.073, 0.101, 0.062, 0.035]}